[1]
109
Properties=species:S:1:pos:R:3:mulliken_charge:R:1 method="wB97M-V/def2-TZVPD" lumo_energy_ev=0.6 smiles=COC[C@H](C)N.COC[C@H](C)N.COC[C@H](C)N.COC[C@H](C)N.COC[C@H](C)N.CO.CO.CO.CO spin_multiplicity=1
C -6.102 1.133 -2.579 -0.66
O -5.208 0.554 -3.498 -0.41
C -4.063 0.063 -2.847 -0.65
C -3.136 1.147 -2.291 0.66
C -2.808 2.173 -3.396 -0.76
N -1.919 0.436 -1.828 0.53
H -7.017 1.310 -3.169 0.26
H -5.744 2.054 -2.126 0.26
H -6.274 0.419 -1.728 0.28
H -4.287 -0.660 -2.022 0.38
H -3.492 -0.463 -3.656 0.15
H -3.600 1.692 -1.409 0.02
H -2.286 1.661 -4.246 0.29
H -2.253 3.036 -3.028 -0.38
H -3.756 2.564 -3.738 0.49
H -1.222 1.038 -1.431 -0.04
H -2.148 -0.126 -1.003 -0.30
C -2.136 5.952 -1.943 -0.49
O -1.050 6.295 -2.806 -0.47
C -0.321 5.210 -3.293 -1.09
C 0.566 4.390 -2.322 1.88
C 1.597 5.252 -1.625 -1.83
N 1.246 3.325 -3.014 -0.62
H -1.762 5.583 -0.995 0.18
H -2.815 5.257 -2.427 0.21
H -2.734 6.852 -1.828 0.34
H -0.971 4.569 -3.854 0.50
H 0.476 5.543 -3.994 0.41
H -0.019 4.048 -1.492 -0.74
H 2.313 4.675 -1.093 0.45
H 1.113 6.054 -1.037 0.30
H 2.146 5.792 -2.440 0.42
H 2.125 3.633 -3.508 0.29
H 0.687 2.884 -3.737 0.22
C 2.591 -1.719 5.509 -0.90
O 2.110 -0.842 4.479 -0.11
C 2.294 0.536 4.762 -1.24
C 1.983 1.254 3.483 1.50
C 2.439 2.727 3.459 -1.66
N 0.480 1.225 3.299 -0.64
H 2.284 -2.732 5.264 0.23
H 2.243 -1.478 6.518 0.34
H 3.682 -1.666 5.543 0.32
H 1.655 0.882 5.609 0.39
H 3.293 0.714 4.920 0.53
H 2.533 0.716 2.706 -0.21
H 3.531 2.709 3.503 0.42
H 1.989 3.148 4.342 0.41
H 1.929 3.218 2.646 0.32
H 0.151 0.282 3.490 0.29
H 0.249 1.531 2.364 0.02
C 1.861 -7.131 0.974 -0.67
O 2.477 -5.935 0.426 -0.32
C 2.505 -4.787 1.188 -0.12
C 2.886 -3.612 0.344 0.61
C 3.019 -2.336 1.204 -1.17
N 1.772 -3.386 -0.639 -0.21
H 2.463 -7.443 1.859 0.28
H 2.016 -7.804 0.099 0.23
H 0.817 -6.895 1.156 0.26
H 1.526 -4.685 1.664 -0.24
H 3.283 -4.879 1.995 0.31
H 3.851 -3.847 -0.126 0.12
H 3.859 -2.443 1.906 0.55
H 2.126 -2.117 1.762 0.21
H 3.261 -1.515 0.555 0.13
H 1.724 -2.414 -0.947 -0.18
H 1.776 -3.899 -1.529 0.23
C -2.847 -4.985 3.870 -0.77
O -2.861 -4.463 2.570 -0.34
C -1.884 -3.509 2.340 -0.15
C -2.353 -2.649 1.096 0.19
C -2.240 -3.311 -0.276 -1.02
N -1.731 -1.296 1.056 0.00
H -3.062 -4.200 4.634 0.29
H -1.889 -5.406 4.169 0.29
H -3.663 -5.688 3.882 0.28
H -1.833 -2.737 3.135 0.37
H -0.906 -3.981 2.247 -0.09
H -3.428 -2.455 1.374 0.32
H -1.175 -3.645 -0.381 0.13
H -2.491 -2.499 -0.944 0.14
H -2.877 -4.226 -0.377 0.40
H -1.874 -0.825 1.922 0.27
H -0.749 -1.285 0.883 -0.40
C -2.874 2.765 1.449 -0.62
O -1.888 3.302 0.555 -0.36
H -2.441 2.569 2.431 0.31
H -3.732 3.413 1.612 0.29
H -3.219 1.752 1.073 0.12
H -1.070 2.885 0.841 0.15
C 5.472 1.048 -2.365 -0.56
O 5.159 -0.046 -1.498 -0.45
H 6.509 1.004 -2.668 0.34
H 4.846 0.878 -3.216 0.19
H 5.228 2.010 -1.905 0.22
H 5.803 -0.218 -0.822 0.27
C 0.008 -1.760 -3.948 -0.94
O 0.338 -0.946 -2.859 -0.33
H -0.054 -1.179 -4.837 0.34
H 0.849 -2.378 -4.168 0.29
H -0.875 -2.347 -3.733 0.27
H -0.409 -0.297 -2.618 0.32
C 1.510 0.742 -0.213 -0.42
O 0.682 1.769 -0.741 0.00
H 1.856 0.142 -1.073 0.43
H 2.364 1.161 0.311 0.21
H 0.933 0.102 0.400 -0.29
H 1.063 2.068 -1.595 0.20

[2]
30
Properties=species:S:1:pos:R:3:mulliken_spin:R:1 method="wB97M-V/def2-TZVPD" total_charge=-1 s2=0.754 lumo_energy_ev="2.5 / 1.5" spin_multiplicity=2
Cu -0.267 -0.760 0.132 0.01
C 1.117 -3.164 -1.970 0.05
C 0.078 -2.404 -2.873 -0.03
O -1.025 -1.913 -2.133 0.91
H 0.716 -4.127 -1.652 0.00
H 1.304 -2.566 -1.079 0.00
H 2.068 -3.351 -2.468 0.00
H -0.163 -3.077 -3.696 0.00
H 0.574 -1.506 -3.244 0.05
C -4.285 0.556 0.645 0.00
C -3.177 1.444 0.031 0.00
O -2.310 0.646 -0.687 0.00
H -3.914 -0.181 1.357 0.00
H -4.888 0.010 -0.081 0.00
H -4.992 1.154 1.220 0.00
H -2.604 2.028 0.750 0.00
H -3.701 2.270 -0.449 0.00
I -1.039 -2.973 1.946 0.01
C 4.451 0.641 1.144 0.00
O 3.422 1.655 1.553 0.00
C 2.107 1.394 1.322 0.00
O 1.698 0.393 0.711 0.00
O 1.345 2.393 1.715 0.00
C 0.049 2.527 1.247 0.00
H 5.445 1.088 1.132 0.00
H 4.354 0.222 0.142 0.00
H 4.559 -0.176 1.858 0.00
H -0.402 3.422 1.675 0.00
H -0.610 1.730 1.589 0.00
H 0.091 2.625 0.162 0.00

[3]
115
Properties=species:S:1:pos:R:3:mulliken_spin:R:1 method="wB97M-V/def2-TZVPD" total_charge=-1 s2=0.754 lumo_energy_ev="2.4 / 2.3" spin_multiplicity=2
O -2.334 6.171 -0.496 0.00
C -1.858 5.644 0.470 0.01
N -2.279 5.908 1.689 0.00
C -0.975 4.365 0.357 -0.01
H -2.023 5.330 2.477 0.00
H -3.180 6.339 1.543 0.00
H -1.249 3.945 1.325 0.01
H 0.108 4.467 0.285 0.00
H -1.324 3.806 -0.512 0.01
C -0.371 0.728 -1.978 0.28
Cl 0.877 1.917 -2.412 0.23
Cl -1.594 0.560 -3.117 0.13
Cl -1.085 0.944 -0.292 0.28
H 0.260 -0.155 -1.874 -0.04
C 3.547 3.974 -3.996 -0.08
Cl 5.274 3.734 -3.666 0.02
Cl 3.433 4.766 -5.570 0.01
Cl 2.951 5.198 -2.888 0.00
H 3.103 2.984 -3.893 0.08
C 3.831 1.757 -0.743 -0.05
O 5.228 1.699 -0.584 0.00
C 5.984 0.788 -1.439 0.01
C 7.331 0.370 -0.842 0.00
N 7.996 1.478 -0.054 0.00
C 8.611 2.496 -0.939 0.00
C 9.528 3.476 -0.242 0.00
O 8.881 4.678 0.128 0.00
C 7.808 4.606 0.990 0.00
H 3.664 2.727 -0.275 0.00
H 3.410 0.933 -0.167 0.00
H 3.489 1.874 -1.771 0.04
H 6.067 1.124 -2.472 0.00
H 5.526 -0.173 -1.674 0.00
H 7.968 -0.070 -1.609 0.00
H 7.136 -0.485 -0.195 0.00
H 7.202 1.834 0.459 0.00
H 7.786 2.996 -1.447 0.00
H 9.105 1.988 -1.767 0.00
H 10.398 3.592 -0.889 0.00
H 9.959 3.104 0.688 0.00
H 6.895 4.238 0.521 0.00
H 7.490 5.600 1.305 0.00
H 8.023 4.082 1.921 0.00
C -1.742 -3.120 -1.905 -0.01
O -3.014 -3.081 -1.281 0.00
C -3.353 -3.984 -0.132 0.00
C -4.901 -4.130 0.009 0.00
N -5.649 -4.826 -1.083 0.00
C -7.091 -4.975 -0.879 0.00
C -7.873 -3.592 -0.902 0.00
O -7.286 -2.556 -1.745 0.00
C -8.171 -1.668 -2.372 0.00
H -1.372 -4.046 -2.344 0.00
H -1.072 -2.874 -1.081 0.00
H -1.639 -2.335 -2.655 0.01
H -2.955 -3.468 0.743 0.00
H -2.838 -4.926 -0.320 0.00
H -5.357 -3.155 0.182 0.00
H -5.201 -4.705 0.885 0.00
H -5.467 -4.375 -1.968 0.00
H -7.245 -5.411 0.108 0.00
H -7.458 -5.627 -1.671 0.00
H -7.927 -3.201 0.114 0.00
H -8.909 -3.795 -1.174 0.00
H -7.767 -0.758 -2.816 0.00
H -8.992 -1.317 -1.746 0.00
H -8.639 -2.304 -3.123 0.00
C -0.471 1.399 4.101 0.05
O -1.718 0.831 4.307 -0.06
C -1.783 -0.093 5.393 0.00
C -3.235 -0.557 5.770 0.00
N -3.994 -1.054 4.625 0.00
C -5.239 -0.257 4.356 0.00
C -5.697 -0.513 2.966 0.00
O -4.620 -0.848 2.039 -0.01
C -3.858 0.279 1.600 0.09
H -0.588 1.883 3.131 0.02
H 0.323 0.658 4.012 0.00
H -0.353 2.261 4.758 0.00
H -1.512 0.552 6.228 0.00
H -1.016 -0.844 5.201 0.00
H -3.668 0.278 6.322 0.00
H -3.075 -1.379 6.468 0.00
H -3.466 -1.083 3.764 0.00
H -5.161 0.799 4.616 0.00
H -5.939 -0.551 5.137 0.00
H -6.228 0.370 2.609 0.00
H -6.348 -1.384 3.040 0.00
H -3.116 -0.125 0.912 -0.03
H -3.436 0.804 2.457 -0.02
H -4.402 1.049 1.053 -0.02
C -0.743 -1.986 1.413 0.05
O 0.424 -1.858 0.584 -0.01
C 1.724 -2.168 1.134 0.00
C 2.391 -2.904 -0.035 0.00
N 2.600 -1.836 -1.035 0.01
C 2.688 -2.504 -2.346 0.00
C 2.821 -1.603 -3.563 -0.02
O 1.617 -0.916 -3.708 -0.06
C 1.639 -0.144 -4.935 0.05
H -0.944 -3.019 1.700 0.00
H -1.485 -1.593 0.719 0.02
H -0.657 -1.471 2.370 -0.03
H 1.703 -2.751 2.055 0.00
H 2.313 -1.263 1.281 0.00
H 1.846 -3.791 -0.356 0.00
H 3.408 -3.234 0.176 0.00
H 1.737 -1.351 -0.832 -0.01
H 1.802 -3.122 -2.491 0.00
H 3.435 -3.293 -2.256 0.00
H 3.002 -2.213 -4.448 0.00
H 3.636 -0.880 -3.512 0.02
H 2.304 0.714 -4.836 0.04
H 0.728 0.312 -5.321 0.01
H 1.926 -0.706 -5.824 -0.01

[4]
7
Properties=species:S:1:pos:R:3:mulliken_charge:R:1 method="wB97M-V/def2-TZVPD" lumo_energy_ev=0.6 spin_multiplicity=1
C 0.142 -0.201 0.141 0.75
C 0.883 1.108 -0.389 -0.48
C 1.844 1.857 -0.664 -0.15
H 2.208 2.913 -0.635 0.30
F 0.919 -0.836 1.070 -0.17
Cl -0.284 -0.985 -1.201 -0.08
Cl -1.345 0.281 0.994 -0.15

[5]
27
Properties=species:S:1:pos:R:3:mulliken_charge:R:1 method="wB97M-V/def2-TZVPD" lumo_energy_ev=0.8 smiles=CCc1ccc(O)cc1.CC spin_multiplicity=1
C 2.384 1.715 -1.869 -1.07
C 0.928 2.075 -1.333 -0.55
C 0.533 1.149 -0.185 0.75
C -0.305 1.676 0.818 -0.55
C -0.653 0.944 1.957 -0.62
C -0.183 -0.383 2.109 0.49
O -0.421 -1.226 3.174 -0.52
C 0.463 -0.956 1.023 -0.64
C 0.936 -0.147 0.042 -0.39
H 2.285 0.646 -1.938 0.24
H 3.045 1.827 -0.978 0.29
H 2.775 2.335 -2.656 0.38
H 0.888 3.123 -0.979 0.37
H 0.210 1.963 -2.138 0.29
H -0.768 2.651 0.804 0.36
H -1.230 1.393 2.763 0.30
H -1.128 -0.849 3.715 0.30
H 0.755 -1.996 0.969 0.41
H 1.502 -0.686 -0.715 0.19
C -2.221 -2.139 -2.695 -0.99
C -1.101 -2.069 -1.616 -0.56
H -2.203 -1.238 -3.334 0.26
H -2.027 -2.973 -3.383 0.30
H -3.183 -2.196 -2.202 0.29
H -0.319 -1.469 -2.080 0.16
H -0.650 -3.017 -1.410 0.38
H -1.518 -1.508 -0.788 0.18

These records have ΔE to the lowest compared entry with this formula, charge and spin values of 323.2, 32.4, 205.7, 116.8, 155.7 kJ/mol, in the order they appear.